ORCA calculation (the ωB97M-V functional and the def2-TZVPD basis) on a molecular structure, CHMgO5.

```
8
Properties=species:S:1:pos:R:3:lowdin_charge:R:1
Mg 2.818 -0.121 -0.247 1.431
O -1.661 -0.470 0.441 0.229
O 1.464 0.901 0.709 -0.223
O -0.747 1.032 -0.996 0.235
O 0.624 -0.223 0.728 -0.224
O 0.762 -0.970 -0.480 -0.159
C -0.727 0.150 -0.212 -0.469
H -2.534 -0.299 0.056 0.180
```

Output
- Orbital gap: 7.429 eV
- Charge: +1
- LUMO level: -7.24 eV
- HOMO level: -14.67 eV
- E_tot: -16721.51866 eV

***

ORCA calculation (the ωB97M-V functional and the def2-TZVPD basis) on a single CHN molecule.

```
3
Properties=species:S:1:pos:R:3:lowdin_charge:R:1
N -0.493 0.789 0.637 0.045
C 0.018 -0.101 0.061 -0.081
H 0.475 -0.688 -0.698 0.037
```

Output
- Orbital gap: 13.742 eV
- LUMO level: 1.10 eV
- HOMO level: -12.64 eV
- SMILES string: C#N
- Energy above the lowest of the compared OMol25 structures with the same formula, charge and spin: 0.131 eV
- E_tot: -2542.28959 eV

***

ORCA calculation (the ωB97M-V functional and the def2-TZVPD basis) on a molecular structure, CHN2O4.

```
8
Properties=species:S:1:pos:R:3:lowdin_charge:R:1
O 1.887 -1.227 0.548 0.037
O -2.263 0.018 -0.590 -0.183
O -0.632 1.067 0.901 0.040
O 2.396 0.745 -0.358 0.035
N -0.648 0.337 -0.004 -0.385
N 0.064 -0.367 -0.670 0.155
C 1.765 -0.235 -0.081 -0.695
H -2.569 -0.338 0.255 -0.004
```

Output
- Orbital gap: 9.067 eV
- Charge: -1
- LUMO level: 4.12 eV
- HOMO level: -4.95 eV
- Energy above the lowest of the compared OMol25 structures with the same formula, charge and spin: 1.450 eV
- E_tot: -12221.07584 eV

***

Question: Which formula does entry 1 have?
Answer: CHMgO5

***

Question: What is the orbital gap in the second record?
Answer: 13.742 eV